Record 1
{"formula": "C7H14", "method": "ωB97M-V with the def2-TZVPD basis set", "mol_weight_g_mol": 98.19, "e_homo_ev": -9.350, "homo_lumo_gap_ha": 0.3864, "lumo_energy_ev": 1.17, "smiles": "C=C1CC1.[H][H].C=CC", "relative_energy_ev": 4.392, "species": ["C", "C", "C", "C", "H", "H", "H", "H", "H", "H", "H", "H", "C", "C", "C", "H", "H", "H", "H", "H", "H"], "coordinates": [[-1.843, -0.275, -0.200], [-1.051, -1.326, -0.205], [-1.006, -2.779, -0.032], [0.021, -2.041, -0.902], [-2.755, -0.241, 0.389], [-1.623, 0.583, -0.824], [-0.647, -3.253, 0.878], [-1.820, -3.300, -0.529], [-0.009, -2.096, -1.985], [1.022, -2.011, -0.485], [1.706, -0.680, 0.914], [1.349, -1.157, 1.378], [1.859, 1.538, 0.777], [0.555, 1.684, 0.564], [-0.002, 2.601, -0.485], [2.600, 1.986, 0.121], [2.235, 1.009, 1.645], [-0.157, 1.175, 1.215], [-0.168, 3.583, -0.029], [0.697, 2.723, -1.317], [-0.964, 2.278, -0.887]], "forces_ev_per_angstrom": [[-0.081, -0.024, -0.065], [-0.194, -0.168, -0.271], [-0.144, -0.136, 0.095], [0.066, 0.056, -0.182], [0.083, -0.103, -0.088], [0.017, -0.130, 0.243], [0.002, 0.162, -0.112], [0.164, -0.118, 0.091], [-0.099, -0.154, 0.083], [-0.222, 0.050, -0.155], [-0.300, -0.620, 0.493], [0.313, 0.079, -0.113], [-0.100, 0.359, 0.094], [0.276, 0.174, 0.130], [-0.008, 0.110, -0.082], [-0.076, 0.100, 0.052], [-0.009, 0.038, -0.199], [0.184, 0.216, -0.061], [-0.003, -0.023, -0.129], [-0.059, 0.045, 0.115], [0.192, 0.086, 0.059]], "lowdin_charge": [0.040, -0.340, -0.100, -0.121, 0.069, 0.033, 0.097, 0.101, 0.101, 0.051, 0.043, 0.085, -0.066, -0.259, -0.113, 0.062, 0.031, 0.086, 0.079, 0.079, 0.041]}



Record 2
{"formula": "C4H8O3", "method": "ωB97M-V with the def2-TZVPD basis set", "mol_weight_g_mol": 104.10, "e_homo_ev": -8.991, "homo_lumo_gap_ha": 0.3586, "lumo_energy_ev": 0.77, "smiles": "O=C=CCO.CO", "relative_energy_ev": 2.830, "species": ["O", "C", "C", "C", "O", "H", "H", "H", "H", "C", "O", "H", "H", "H", "H"], "coordinates": [[1.706, -1.117, -0.365], [0.558, -0.911, -0.333], [-0.725, -0.644, -0.500], [-1.171, -0.225, -1.865], [-1.991, 0.922, -1.745], [-1.443, -0.872, 0.280], [-0.280, -0.015, -2.478], [-1.721, -1.045, -2.345], [-2.402, 1.067, -2.606], [1.596, 0.519, 2.128], [0.355, -0.145, 1.967], [1.708, 1.351, 1.424], [1.682, 0.901, 3.150], [2.408, -0.190, 1.940], [-0.215, 0.400, 1.408]], "forces_ev_per_angstrom": [[-0.991, 0.149, 0.077], [0.734, -0.156, -0.389], [0.136, -0.213, -0.092], [0.229, -0.380, -0.158], [-0.158, 0.156, -0.200], [0.167, 0.029, -0.107], [-0.177, -0.040, 0.011], [-0.042, 0.131, -0.011], [0.000, 0.093, 0.167], [0.280, 0.164, 0.150], [-0.215, 0.128, 0.165], [-0.013, -0.094, 0.100], [0.049, 0.023, -0.086], [-0.130, 0.066, 0.056], [0.131, -0.054, 0.318]], "lowdin_charge": [0.178, -0.207, -0.086, -0.280, -0.063, 0.124, 0.123, 0.118, 0.087, -0.148, -0.149, 0.090, 0.079, 0.077, 0.058]}



Record 3
{"formula": "C6H8N4O", "method": "ωB97M-V with the def2-TZVPD basis set", "mol_weight_g_mol": 152.16, "e_homo_ev": -9.692, "homo_lumo_gap_ha": 0.3639, "lumo_energy_ev": 0.21, "smiles": "N#CCCN(CCC#N)N=O", "relative_energy_ev": 5.360, "species": ["N", "C", "C", "C", "N", "C", "C", "C", "N", "N", "O", "H", "H", "H", "H", "H", "H", "H", "H"], "coordinates": [[-4.067, 1.223, -0.703], [-3.082, 0.505, -0.546], [-1.866, -0.230, -0.500], [-0.918, 0.174, 0.646], [0.290, -0.718, 0.674], [1.632, -0.168, 0.785], [2.286, 0.546, -0.549], [1.208, 1.197, -1.390], [0.185, 1.671, -1.937], [0.216, -2.016, 0.947], [-0.843, -2.575, 0.892], [-2.104, -1.326, -0.322], [-1.138, -0.109, -1.361], [-0.355, 1.283, 0.485], [-1.453, 0.167, 1.662], [1.881, 0.492, 1.821], [2.346, -1.106, 0.960], [2.614, -0.219, -1.295], [3.169, 1.208, -0.268]], "forces_ev_per_angstrom": [[6.217, -4.778, 1.250], [-6.707, 5.707, -1.728], [2.407, -1.836, 0.246], [1.472, 2.440, 1.291], [-0.803, 1.236, 0.103], [3.438, -0.434, 1.701], [-1.251, -0.421, -0.127], [-6.670, 3.788, -2.692], [7.974, -3.536, 3.806], [1.673, -0.887, -0.169], [-0.759, 0.560, 0.278], [0.278, 1.334, -0.498], [-1.779, -0.193, 0.235], [-2.276, -2.924, 0.441], [0.930, -0.083, -1.348], [-1.222, -1.374, -2.994], [-1.711, 1.910, -0.372], [0.218, 0.170, 1.048], [-1.430, -0.678, -0.470]], "lowdin_charge": [0.132, -0.206, -0.223, -0.151, -0.182, -0.168, -0.138, -0.180, 0.135, -0.079, -0.023, 0.122, 0.106, 0.162, 0.142, 0.170, 0.140, 0.113, 0.129]}